Arrangement P

ORCA calculation (ωB97M-V/def2-TZVPD) on a cluster of 2 separate species, C2H3N3O in total.

Each line ends with the natural charge from an NBO analysis.
CARTESIAN COORDINATES (ANGSTROEM)
N -1.961 1.148 0.142  -0.73
C -1.444 0.104 -0.155  0.71
N -0.716 -0.903 -0.324  -0.84
H -1.967 2.143 0.321  0.46
H -0.928 -1.851 -0.559  0.42
N 1.963 -0.470 0.812  -0.77
C 1.787 0.102 -0.246  0.86
O 1.952 0.948 -1.040  -0.51
H 1.316 -1.219 1.049  0.41

- Gap between HOMO and LUMO: 0.393 hartree
- Structure (SMILES): N=C=N.N=C=O
- Charge: 0

Arrangement Q

ORCA calculation (ωB97M-V/def2-TZVPD) on a cluster of 2 separate species, C2H3N3O in total.

Each line ends with the natural charge from an NBO analysis.
CARTESIAN COORDINATES (ANGSTROEM)
O -2.123 0.769 -0.731  -0.64
C -1.090 0.901 0.080  0.43
N -0.542 0.123 0.843  -0.12
N 0.400 -0.511 1.367  -0.47
C 1.870 -0.183 -1.017  0.09
N 1.208 0.295 -1.832  -0.35
H -2.361 -0.165 -0.847  0.48
H 0.195 -0.604 2.367  0.33
H 2.443 -0.626 -0.229  0.25

- Gap between HOMO and LUMO (alpha / beta): 0.335 / 0.335 hartree
- Charge: 0

Least stable structure: arrangement Q

Arrangement P

ORCA calculation (ωB97M-V/def2-TZVPD) on an isolated molecule of C2H3N3O.

Each line ends with the natural charge from an NBO analysis.
CARTESIAN COORDINATES (ANGSTROEM)
O 0.670 -2.074 -0.413  -0.64
C 0.226 -0.965 -0.161  0.72
N -0.473 -0.425 0.865  -0.72
C -0.581 1.245 0.360  0.25
N 0.088 1.338 -0.705  -0.23
N 0.491 0.056 -1.113  -0.46
H -0.693 -1.152 1.591  0.44
H -1.184 1.936 0.964  0.23
H 1.485 -0.006 -1.300  0.40

- Gap between HOMO and LUMO: 0.388 hartree
- Structure (SMILES): O=c1[nH]cn[nH]1
- Charge: 0

Arrangement Q

ORCA calculation (ωB97M-V/def2-TZVPD) on an isolated molecule of C2H3N3O.

Each line ends with the natural charge from an NBO analysis.
CARTESIAN COORDINATES (ANGSTROEM)
O -1.409 0.568 -1.629  -0.65
C -0.589 0.162 -0.653  0.56
N 0.392 0.960 -0.156  -0.54
C 0.927 0.193 0.773  0.19
N 0.296 -0.987 0.811  -0.35
N -0.697 -1.032 -0.112  -0.33
H -1.125 1.461 -1.867  0.50
H 1.747 0.459 1.425  0.21
H 0.459 -1.783 1.407  0.42

- Gap between HOMO and LUMO: 0.379 hartree
- Structure (SMILES): Oc1nc[nH]n1
- Charge: 0

Least stable structure: arrangement P

Arrangement P

ORCA calculation (ωB97M-V/def2-TZVPD) on an isolated molecule of C2H3N3O.

Each line ends with the natural charge from an NBO analysis.
CARTESIAN COORDINATES (ANGSTROEM)
O -0.235 -0.221 -1.934  -0.65
C -0.168 0.056 -0.630  0.34
C -0.142 -0.801 0.408  -0.16
N 0.065 -0.022 1.549  -0.43
N 0.066 1.305 1.124  -0.02
N -0.114 1.338 -0.139  -0.23
H -0.284 0.617 -2.408  0.50
H -0.212 -1.864 0.538  0.24
H 1.024 -0.421 1.484  0.42

- Gap between HOMO and LUMO: 0.373 hartree
- Structure (SMILES): Oc1c[nH]nn1
- Charge: 0

Arrangement Q

ORCA calculation (ωB97M-V/def2-TZVPD) on an isolated molecule of C2H3N3O.

Each line ends with the natural charge from an NBO analysis.
CARTESIAN COORDINATES (ANGSTROEM)
N 1.143 0.673 -0.337  -0.83
C -0.087 0.802 0.273  0.64
C -0.951 -0.389 0.290  -0.36
N -0.493 -1.580 0.041  0.08
N -0.083 -2.616 -0.177  0.02
O -0.450 1.832 0.810  -0.60
H 1.639 1.549 -0.423  0.40
H 1.253 0.039 -1.115  0.39
H -1.970 -0.310 0.638  0.25

- Gap between HOMO and LUMO: 0.350 hartree
- Charge: 0

Least stable structure: arrangement P

Arrangement P

ORCA calculation (ωB97M-V/def2-TZVPD) on an isolated molecule of C2H3N3O.

Each line ends with the natural charge from an NBO analysis.
CARTESIAN COORDINATES (ANGSTROEM)
O 2.116 -0.604 0.013  -0.60
C 0.956 -0.267 0.046  0.74
N 0.092 -0.215 1.155  -0.65
C -1.182 0.153 0.880  0.19
N -1.163 0.263 -0.478  -0.45
N 0.149 0.174 -0.988  -0.48
H 0.438 -0.338 2.094  0.43
H -1.680 1.064 -0.814  0.41
H 0.274 -0.230 -1.908  0.41

- Gap between HOMO and LUMO: 0.378 hartree
- Charge: 0

Arrangement Q

ORCA calculation (ωB97M-V/def2-TZVPD) on a structure of composition C2H3N3O.

Each line ends with the natural charge from an NBO analysis.
CARTESIAN COORDINATES (ANGSTROEM)
C -1.362 -0.058 0.089  -0.51
C 0.319 -0.017 0.014  0.44
N 0.117 -1.001 0.707  -0.18
O 2.633 -0.379 0.156  -0.34
N 2.354 0.589 -0.504  0.27
N 0.994 0.880 -0.642  -0.48
H -1.545 0.926 0.523  0.25
H -1.583 -0.126 -0.977  0.25
H -1.928 -0.813 0.634  0.29

- Gap between HOMO and LUMO: 0.342 hartree
- Charge: 0

Least stable structure: arrangement Q